# 1
A gas-phase ion, C11H12N (charge +1) at a distorted geometry. Source: the OMol25 dataset; level of theory: the ωB97M-V functional and the def2-TZVPD basis.

Values from the calculation:
E_tot	-13080.04987	eV
Kohn-Sham gap (alpha / beta)	7.834 / 8.856	eV
relative energy (zero: lowest compared OMol25 entry of this formula, charge and spin)	103.4	kcal/mol
HOMO energy (alpha / beta)	-12.2 / -12.3	eV
charge	+1
molar mass	158.2	g/mol

Each line ends with the natural charge from an NBO analysis.
Atoms and positions in Å:
C 3.815 -0.404 0.347  -0.17
C 3.397 0.865 -0.008  -0.21
C 2.902 -1.469 0.419  -0.32
C 2.071 1.137 -0.313  -0.18
C 1.634 -1.113 0.155  0.22
C 1.131 0.111 -0.230  -0.16
C -0.799 -0.810 -1.656  -0.42
C -2.153 -1.159 0.514  -0.30
C -1.318 1.096 -0.005  -0.23
C -0.895 -1.295 -0.266  0.12
C -0.313 0.088 -0.520  -0.15
N -2.153 0.300 0.968  -0.50
H 4.850 -0.600 0.583  0.24
H 4.125 1.660 -0.062  0.23
H 3.218 -2.461 0.692  0.25
H 1.766 2.125 -0.624  0.22
H -0.049 -1.236 -2.306  0.27
H -1.700 -0.522 -2.183  0.22
H -3.048 -1.353 -0.085  0.24
H -2.172 -1.806 1.391  0.26
H -0.850 1.938 0.501  0.25
H -1.972 1.465 -0.797  0.23
H -3.102 0.675 1.063  0.44
H -1.706 0.339 1.889  0.44

# 2
C11H12N2O in the gas phase at a distorted geometry. Source: the OMol25 dataset; level of theory: the ωB97M-V functional and the def2-TZVPD basis.

Values from the calculation:
structure (SMILES)	OCCNc1ccnc2ccccc12
E_tot	-16621.62995	eV
Kohn-Sham gap	7.722	eV
relative energy (zero: lowest compared OMol25 entry of this formula, charge and spin)	194.3	kcal/mol
HOMO energy	-8.2	eV
molar mass	188.2	g/mol

Each line ends with the natural charge from an NBO analysis.
Atoms and positions in Å:
C 3.212 -0.522 0.514  -0.10
C 2.207 -1.724 0.326  -0.27
C 0.560 0.033 0.051  0.22
C 1.128 1.229 -0.070  -0.34
C 0.373 2.215 0.038  0.06
C -1.609 0.912 0.101  0.17
C -2.988 0.800 0.204  -0.22
C -3.565 -0.416 -0.114  -0.19
C -2.850 -1.703 -0.219  -0.22
C -1.380 -1.557 0.057  -0.18
C -0.783 -0.243 0.094  -0.14
H 3.060 0.209 -1.378  0.48
H 2.434 0.008 1.418  0.19
H 4.107 -1.091 0.830  0.20
H 2.179 -2.019 1.426  0.19
H 3.000 -2.375 -0.103  0.20
H 0.353 -1.887 -0.775  0.39
H 2.138 1.412 -0.170  0.29
H 0.832 3.005 0.472  0.19
H -3.596 1.738 0.062  0.24
H -4.767 -0.478 -0.202  0.22
H -3.510 -2.674 -0.210  0.24
H -0.772 -2.341 0.109  0.18
N 1.133 -1.200 -0.476  -0.64
N -1.046 2.179 0.101  -0.41
O 3.512 0.688 -0.594  -0.74

# 3
C11H12N2O3 in the gas phase at a distorted geometry. Source: the OMol25 dataset; level of theory: the ωB97M-V functional and the def2-TZVPD basis.

Values from the calculation:
structure (SMILES)	NC[C@@H](O)CN1C(=O)c2ccccc2C1=O
E_tot	-20711.69892	eV
Kohn-Sham gap	7.490	eV
relative energy (zero: lowest compared OMol25 entry of this formula, charge and spin)	278.3	kcal/mol
HOMO energy	-9.1	eV
molar mass	220.2	g/mol

Each line ends with the natural charge from an NBO analysis.
Atoms and positions in Å:
N 2.843 2.599 1.078  -0.85
C 3.102 1.108 1.003  -0.24
C 1.689 0.213 1.006  0.05
O 0.604 1.184 0.798  -0.74
C 1.860 -0.906 -0.180  -0.26
N 0.709 -1.880 -0.314  -0.56
C -0.245 -2.016 0.854  0.70
O -0.129 -2.677 2.020  -0.52
C -1.547 -1.156 0.285  -0.09
C -2.857 -0.550 1.071  -0.19
C -3.941 0.302 0.140  -0.20
C -3.735 0.511 -1.498  -0.22
C -2.392 -0.104 -2.275  -0.18
C -1.307 -0.932 -1.355  -0.16
C 0.126 -1.641 -1.715  0.69
O 0.732 -1.928 -2.870  -0.53
H 2.282 2.871 1.918  0.37
H 2.422 2.956 0.190  0.36
H 3.854 0.708 1.825  0.21
H 3.608 0.911 -0.059  0.18
H 1.662 -0.294 2.087  0.21
H 0.406 1.339 -0.172  0.48
H 2.818 -1.556 0.103  0.24
H 2.018 -0.302 -1.195  0.23
H -3.000 -0.708 2.245  0.27
H -4.895 0.793 0.609  0.24
H -4.498 1.113 -2.175  0.25
H -2.189 0.043 -3.423  0.26

# 4
2 unconnected molecules or ions with the total composition C11H12N3O at a distorted geometry. Source: the OMol25 dataset; level of theory: the ωB97M-V functional and the def2-TZVPD basis.

Values from the calculation:
E_tot	-18109.24272	eV
Kohn-Sham gap	8.147	eV
relative energy (zero: lowest compared OMol25 entry of this formula, charge and spin)	63.3	kcal/mol
HOMO energy	-12.9	eV
charge	+1
molar mass	202.2	g/mol

Each line ends with the natural charge from an NBO analysis.
Atoms and positions in Å:
C 2.419 -2.720 -0.122  -0.19
C 1.112 -3.214 -0.397  -0.09
C 2.570 -1.357 0.004  -0.11
C 0.047 -2.292 -0.343  -0.27
C 1.548 -0.462 -0.111  -0.23
C 0.223 -0.930 -0.231  0.28
C 1.824 0.899 -0.084  0.45
C -0.337 1.362 0.009  0.52
C -1.499 2.290 0.073  -0.47
C -2.648 1.251 0.375  -0.40
C -2.177 -0.059 -0.189  -0.22
N 0.877 1.788 0.102  -0.51
N -0.690 0.069 -0.181  -0.31
N 3.604 1.795 0.018  -0.20
O 3.213 3.102 -0.132  -0.51
H 3.166 -3.463 -0.179  0.25
H 0.838 -4.186 -0.736  0.24
H 3.478 -0.962 0.259  0.23
H -0.939 -2.700 -0.491  0.23
H -1.446 3.172 0.742  0.27
H -1.807 2.710 -0.845  0.26
H -2.659 1.167 1.522  0.22
H -3.620 1.565 -0.019  0.25
H -2.582 -0.882 0.371  0.24
H -2.487 -0.306 -1.157  0.22
H 3.770 1.498 -0.968  0.35
H 2.622 3.238 0.642  0.48

# 5
A molecular structure, C11H12N4O5SZr at a distorted geometry. Source: the OMol25 dataset; level of theory: the ωB97M-V functional and the def2-TZVPD basis.

Values from the calculation:
E_tot	-39903.18945	eV
Kohn-Sham gap	7.142	eV
relative energy (zero: lowest compared OMol25 entry of this formula, charge and spin)	8.9	kcal/mol
HOMO energy	-15.2	eV
charge	+2
molar mass	403.5	g/mol

Each line ends with the natural charge from an NBO analysis.
Atoms and positions in Å:
Zr -0.088 0.638 -0.658  2.20
O -0.547 4.165 1.467  -0.56
C -0.390 2.937 1.145  0.85
O 0.317 2.546 0.191  -0.69
C -1.127 1.963 2.030  -0.19
O -0.921 0.626 1.547  -0.57
C -2.171 -0.150 1.442  -0.20
C -2.904 0.262 0.178  0.74
O -4.075 0.219 0.056  -0.43
O -2.009 0.709 -0.758  -0.83
H -0.060 4.779 0.877  0.55
H -2.184 2.232 2.040  0.27
H -0.744 2.061 3.045  0.27
H -2.806 0.004 2.308  0.26
H -1.885 -1.197 1.387  0.25
N -1.369 0.006 -4.634  -0.71
C -0.666 -0.048 -3.520  0.34
S 0.168 1.441 -3.002  -0.18
N -0.586 -1.239 -2.929  -0.37
N 0.095 -1.174 -1.765  -0.39
C 0.639 -2.183 -1.199  0.11
C 1.471 -1.864 -0.017  0.16
C 2.249 -2.794 0.621  -0.19
C 3.116 -2.370 1.625  -0.07
C 3.174 -1.029 1.958  -0.22
C 2.335 -0.152 1.300  0.10
N 1.492 -0.550 0.334  -0.63
H -1.429 0.853 -5.176  0.43
H -1.823 -0.830 -4.975  0.44
H 0.591 -3.179 -1.628  0.25
H 2.199 -3.833 0.324  0.26
H 3.751 -3.087 2.130  0.26
H 3.854 -0.663 2.714  0.27
H 2.338 0.902 1.542  0.22

# 6
A molecular structure, C11H12NO2 at a distorted geometry. Source: the OMol25 dataset; level of theory: the ωB97M-V functional and the def2-TZVPD basis.

Values from the calculation:
E_tot	-17184.33001	eV
Kohn-Sham gap (alpha / beta)	8.135 / 4.988	eV
relative energy (zero: lowest compared OMol25 entry of this formula, charge and spin)	28.1	kcal/mol
HOMO energy (alpha / beta)	-8.3 / -8.3	eV
molar mass	190.2	g/mol
spin multiplicity	2

Each line ends with the Löwdin spin population.
Atoms and positions in Å:
C -2.390 -0.369 3.966  0.00
C -1.130 0.496 3.624  0.00
O -0.981 0.857 2.390  0.01
O -0.432 0.870 4.547  0.00
H -3.064 -0.533 3.152  0.00
H -2.924 0.053 4.804  0.00
H -1.846 -1.241 4.375  0.00
C 3.227 -1.027 -0.909  0.04
C 1.018 -0.900 0.461  0.04
C -0.375 0.122 -0.948  0.01
C 1.748 -0.739 -0.691  0.29
C 0.906 -0.031 -1.668  0.03
C -1.471 0.751 -1.566  0.08
C -1.305 1.149 -2.884  0.05
C 0.953 0.272 -3.009  0.08
C -0.139 0.904 -3.599  0.06
N -0.184 -0.239 0.344  0.30
H -0.793 0.171 1.300  0.00
H 1.445 -1.075 1.430  0.00
H -2.428 0.811 -1.017  0.00
H 3.712 -0.628 0.005  0.01
H 3.516 -0.530 -1.802  0.00
H -2.086 1.774 -3.306  0.00
H 1.755 -0.240 -3.576  0.00
H -0.156 1.396 -4.541  0.00
H 3.425 -2.072 -0.882  0.01

# 7
A molecular structure, C11H12NO6Rh at a distorted geometry. Source: the OMol25 dataset; level of theory: the ωB97M-V functional and the def2-TZVPD basis.

Values from the calculation:
E_tot	-28362.36896	eV
Kohn-Sham gap (alpha / beta)	5.875 / 6.404	eV
relative energy (zero: lowest compared OMol25 entry of this formula, charge and spin)	0.0	kcal/mol
HOMO energy (alpha / beta)	-13.0 / -18.5	eV
charge	+2
molar mass	357.1	g/mol
spin multiplicity	5

Each line ends with the Löwdin spin population.
Atoms and positions in Å:
O 0.226 0.009 -4.106  0.02
C 0.048 0.006 -2.962  0.09
Rh 0.188 0.010 -1.081  0.88
O 3.269 0.017 -1.490  0.02
C 2.157 0.000 -1.197  0.07
C -1.890 -0.028 -0.615  0.68
O -2.250 -0.078 0.537  0.78
C 0.056 -1.933 -0.628  0.10
O -0.030 -3.060 -0.413  0.05
C 0.050 1.956 -0.651  0.09
O -0.044 3.091 -0.483  0.05
H -2.613 -0.007 -1.486  0.11
O 1.167 0.005 1.612  0.34
C 0.981 -0.254 2.818  0.01
C 2.020 0.069 3.894  0.00
C 1.579 1.140 4.887  0.00
C 0.696 0.602 6.011  0.01
C -0.649 0.052 5.552  0.07
C -0.537 -1.154 4.620  0.09
N -0.180 -0.795 3.241  0.49
H 2.283 -0.865 4.411  0.00
H 2.890 0.427 3.339  0.00
H 2.479 1.587 5.324  0.00
H 1.065 1.956 4.364  0.00
H 1.251 -0.185 6.539  0.00
H 0.508 1.418 6.718  0.01
H -1.217 -0.273 6.434  0.01
H -1.228 0.842 5.051  0.00
H 0.204 -1.871 5.008  0.04
H -1.500 -1.677 4.576  0.00
H -0.827 -1.067 2.499  0.01

# 8
A molecular structure, C11H12O2 at a distorted geometry. Source: the OMol25 dataset; level of theory: the ωB97M-V functional and the def2-TZVPD basis.

Values from the calculation:
E_tot	-15687.60579	eV
Kohn-Sham gap	9.871	eV
relative energy (zero: lowest compared OMol25 entry of this formula, charge and spin)	217.7	kcal/mol
HOMO energy	-9.1	eV
molar mass	176.2	g/mol

Each line ends with the natural charge from an NBO analysis.
Atoms and positions in Å:
C 2.446 1.123 -2.181  -0.65
C 2.440 0.729 -0.658  0.03
C 0.546 -0.101 1.301  0.06
C 0.815 1.340 0.987  -0.23
C 1.714 1.872 0.194  -0.19
C -0.859 -0.782 1.005  -0.10
C -1.955 -0.138 1.470  -0.20
C -3.248 -0.507 1.138  -0.24
C -3.332 -1.404 0.007  -0.17
C -2.210 -1.828 -0.834  -0.25
C -1.015 -1.565 -0.184  -0.16
H 3.396 0.454 -2.524  0.24
H 1.404 0.359 -2.755  0.22
H 2.411 2.294 -2.398  0.24
H 3.328 0.841 -0.086  0.18
H 0.941 -0.424 2.329  0.23
H 0.149 2.080 1.322  0.20
H 1.637 2.891 -0.177  0.22
H -2.015 0.382 2.525  0.21
H -4.035 0.111 1.664  0.23
H -4.327 -1.685 -0.241  0.20
H -2.262 -2.686 -1.554  0.24
H 0.012 -1.995 -0.731  0.24
O 2.074 -0.639 -0.531  -0.28
O 1.945 -0.721 0.910  -0.29

# 9
C11H12O2 in the gas phase at a distorted geometry. Source: the OMol25 dataset; level of theory: the ωB97M-V functional and the def2-TZVPD basis.

Values from the calculation:
structure (SMILES)	CCC[C@@H]1OC(=O)c2ccccc21
E_tot	-15694.87036	eV
Kohn-Sham gap	9.844	eV
relative energy (zero: lowest compared OMol25 entry of this formula, charge and spin)	50.1	kcal/mol
HOMO energy	-9.7	eV
molar mass	176.2	g/mol

Each line ends with the natural charge from an NBO analysis.
Atoms and positions in Å:
C -2.817 -0.020 -2.152  -0.63
C -2.563 1.001 -0.935  -0.39
C -1.331 0.670 0.039  -0.39
C 0.038 0.599 -0.498  0.03
C 1.058 -1.271 -1.312  0.77
C 1.618 -0.907 -0.025  -0.19
C 2.690 -1.492 0.830  -0.13
C 2.831 -1.014 2.120  -0.24
C 2.261 0.255 2.515  -0.17
C 1.330 0.943 1.742  -0.24
C 1.032 0.223 0.545  0.02
H -3.231 -1.042 -1.767  0.22
H -1.967 0.130 -2.846  0.24
H -3.819 0.410 -2.523  0.20
H -3.407 1.107 -0.260  0.21
H -2.431 1.947 -1.409  0.20
H -1.222 1.448 0.866  0.20
H -1.410 -0.336 0.756  0.21
H 0.273 1.508 -1.007  0.20
H 3.223 -2.366 0.475  0.23
H 3.522 -1.566 2.802  0.23
H 2.361 0.584 3.603  0.22
H 0.642 1.897 1.908  0.24
O 0.004 -0.478 -1.457  -0.48
O 1.315 -2.232 -2.009  -0.56

# 10
A molecular structure, C11H13BClNOs at a distorted geometry. Source: the OMol25 dataset; level of theory: the ωB97M-V functional and the def2-TZVPD basis.

Values from the calculation:
E_tot	-28766.20842	eV
Kohn-Sham gap (alpha / beta)	6.001 / 5.844	eV
relative energy (zero: lowest compared OMol25 entry of this formula, charge and spin)	3.7	kcal/mol
HOMO energy (alpha / beta)	-6.2 / -8.8	eV
molar mass	395.7	g/mol
spin multiplicity	5

Each line ends with the Löwdin spin population.
Atoms and positions in Å:
C -2.142 -0.935 -0.462  0.07
C -1.623 -1.123 -1.776  0.15
C -1.367 0.154 -2.318  0.05
H -1.381 -2.085 -2.237  0.02
C -1.686 1.138 -1.336  0.12
C -2.198 0.459 -0.202  0.12
H -2.573 0.925 0.714  0.01
H -2.442 -1.731 0.218  0.01
H -0.925 0.343 -3.288  0.00
H -1.539 2.212 -1.423  0.01
Os -0.310 -0.147 -0.565  2.11
Cl 0.246 -2.247 0.747  0.30
C 2.344 0.093 -0.029  0.24
C 1.823 1.307 -0.569  0.20
C 1.254 1.021 -1.847  0.10
H 1.872 2.303 -0.114  0.01
C 1.418 -0.394 -2.096  0.11
C 2.085 -0.957 -0.970  0.21
H 2.369 -2.009 -0.864  0.01
H 2.825 -0.029 0.941  0.01
H 0.843 1.757 -2.527  0.00
H 1.147 -0.926 -3.010  0.00
B -0.005 0.056 4.341  0.01
C -0.024 0.320 2.797  0.02
N -0.015 0.546 1.643  0.13
H 0.993 -0.579 4.612  0.00
H -0.991 -0.583 4.643  0.00
H 0.003 1.112 4.978  0.00

# 11
A molecular structure, C11H13BeN3O5P at a distorted geometry. Source: the OMol25 dataset; level of theory: the ωB97M-V functional and the def2-TZVPD basis.

Values from the calculation:
E_tot	-36006.05370	eV
Kohn-Sham gap	6.568	eV
relative energy (zero: lowest compared OMol25 entry of this formula, charge and spin)	0.0	kcal/mol
HOMO energy	-11.6	eV
charge	+1
molar mass	307.2	g/mol

Each line ends with the natural charge from an NBO analysis.
Atoms and positions in Å:
O -0.323 2.950 -4.845  -0.39
C -0.021 2.349 -3.937  0.45
Be 0.249 1.204 -2.039  1.35
O -0.270 3.526 -0.550  -0.37
C -0.066 2.603 -1.212  0.31
C -0.394 -0.681 -3.443  0.27
O -0.411 -1.862 -3.192  -0.46
C 1.767 0.470 -2.404  0.32
O 2.780 -0.011 -2.675  -0.36
C -1.215 0.306 -2.622  -0.04
O -2.421 0.363 -2.546  -0.49
H 0.119 -0.125 -4.285  0.14
C 1.207 -1.441 2.268  -0.08
N 1.233 0.050 2.255  -0.45
C -0.018 0.582 2.842  -0.08
N -1.242 0.042 2.193  -0.44
C -1.208 -1.444 2.232  -0.08
N 0.013 -1.988 1.584  -0.44
C 0.033 -1.759 0.131  -0.50
P 0.059 0.068 -0.188  0.63
C 1.463 0.547 0.902  -0.53
C -1.415 0.523 0.834  -0.51
H 1.175 -1.772 3.317  0.22
H 2.113 -1.833 1.781  0.21
H -0.019 1.674 2.759  0.20
H -0.044 0.300 3.903  0.22
H -2.097 -1.843 1.721  0.21
H -1.206 -1.765 3.285  0.22
H 0.929 -2.225 -0.312  0.24
H -0.864 -2.194 -0.342  0.26
H 1.565 1.636 0.905  0.23
H 2.379 0.104 0.483  0.23
H -2.290 0.043 0.373  0.26
H -1.560 1.604 0.824  0.23

# 12
A molecular structure, C11H13BrFeO3S at a distorted geometry. Source: the OMol25 dataset; level of theory: the ωB97M-V functional and the def2-TZVPD basis.

Values from the calculation:
E_tot	-133024.05395	eV
Kohn-Sham gap (alpha / beta)	5.197 / 5.167	eV
HOMO energy (alpha / beta)	0.1 / 0.2	eV
charge	-2
molar mass	361.0	g/mol
spin multiplicity	5

Each line ends with the Löwdin spin population.
Atoms and positions in Å:
C -1.802 -1.671 -2.367  0.05
C -2.047 -2.810 -1.474  0.03
C -2.641 -2.203 -0.234  0.02
H -1.672 -3.814 -1.644  0.00
C -2.637 -0.777 -0.407  0.04
C -2.160 -0.478 -1.713  0.06
H -2.038 0.487 -2.176  0.00
H -1.446 -1.688 -3.400  0.00
H -2.846 -2.740 0.676  0.00
H -2.843 -0.013 0.306  0.00
Fe -0.571 -1.960 -0.233  3.58
Br 0.825 -3.154 1.043  0.15
C 2.674 0.896 -0.042  0.00
C 1.623 1.599 -0.743  0.00
C 1.215 0.777 -1.847  0.01
H 1.142 2.528 -0.402  0.00
C 1.894 -0.481 -1.764  0.02
C 2.886 -0.339 -0.726  0.00
H 3.648 -1.088 -0.511  0.00
H 3.079 1.186 0.926  0.00
H 0.429 0.964 -2.604  0.00
H 1.563 -1.442 -2.348  0.00
C 0.383 2.919 2.775  0.00
S 0.057 1.131 2.701  0.00
O 1.371 0.501 2.904  0.00
O -0.936 0.745 3.725  0.00
O -0.484 1.026 1.307  0.00
H 0.851 3.242 3.714  0.00
H -0.573 3.454 2.621  0.00
H 1.057 3.203 1.938  0.00